C3H8N3S2 | ωB97M-V/def2-TZVPD

Each atom is followed by the atoms it is bonded to, with distances in Å.
Element x y z (Å)
1 C 0.53184 -1.73510 -0.83399  N2 1.459, H9 1.120, H10 1.125, H11 1.126
2 N 0.51682 -0.38518 -0.28103  C1 1.459, C3 1.365, C6 1.432
3 C 1.68181 0.29500 -0.07234  N2 1.365, N4 1.269, H12 1.076
4 N 1.55100 1.30938 0.67829  C3 1.269, N5 1.404
5 N 0.18783 1.54851 0.91567  N4 1.404, C6 1.550, H13 1.094, H14 1.073
6 C -0.57599 0.41711 0.18073  N2 1.432, N5 1.550, S7 1.824, S8 1.826
7 S -1.61527 -0.44171 1.40934  C6 1.824, H15 1.257
8 S -1.66882 1.07319 -1.12612  C6 1.826, H16 1.317
9 H -0.50042 -2.16669 -0.88934  C1 1.120
10 H 0.82538 -1.66535 -1.91794  C1 1.125
11 H 1.26962 -2.39025 -0.29103  C1 1.126
12 H 2.65640 -0.11596 -0.26789  C3 1.076
13 H -0.19661 2.34727 0.27426  N5 1.094
14 H -0.23058 1.67590 1.89594  N5 1.073
15 H -1.88068 -1.42007 0.66595  S7 1.257
16 H -2.55232 1.65396 -0.34049  S8 1.317

Results
* SMILES: CN1C=N[NH2+]C1(S)S
* total charge: +1
* E: -29372.302 eV
* energy relative to the best compared isomer or geometry (same formula, charge and spin): 63.9 kcal per mole
* multiplicity: 1
* LUMO energy: -3.56 eV
* HOMO: -13.73 eV